a) The following is a quantum chemistry calculation of C3H3NO2S as an isolated structure, from the Open Molecules 2025 dataset.

Geometry (Å):
C1 0.12 1.19 -0.60
C2 0.87 0.73 0.40
C3 -1.40 -0.58 -0.76
N1 -1.02 0.57 -1.02
O1 -0.08 -1.31 2.10
O2 1.41 -1.94 0.28
S1 0.40 -1.05 0.75
H1 0.20 2.21 -0.93
H2 1.65 1.42 0.82
H3 -2.16 -1.24 -1.04

Orbital gap (eV): 8.2
LUMO energy (eV): -0.88



b) The following is a quantum chemistry calculation of one molecule with the formula C3H3NO2S, from the Open Molecules 2025 dataset.

Geometry (Å):
C1 -0.15 -0.78 0.67
C2 0.05 0.58 0.89
C3 0.53 -1.89 0.43
N1 2.08 -0.38 -0.88
O1 1.01 -2.97 0.43
O2 1.12 1.24 1.02
S1 2.76 0.61 0.11
H1 -1.28 -0.92 0.75
H2 -0.91 1.25 0.75
H3 1.47 0.04 -1.59

Orbital gap (alpha / beta) (eV): 7.2 / 7.2
LUMO energy (alpha / beta) (eV): -0.59 / -0.59



c) The following is a quantum chemistry calculation of one molecule with the formula C3H3NO2S, from the Open Molecules 2025 dataset.

Geometry (Å):
C1 -0.96 -0.46 0.00
C2 -0.65 1.03 0.00
C3 1.31 -0.14 0.00
H1 -1.02 1.52 0.89
H2 -1.06 1.53 -0.88
H3 0.44 -2.05 -0.02
N1 0.29 -1.06 0.00
O1 -2.04 -1.01 0.00
O2 0.77 1.10 0.00
S1 2.91 -0.44 0.00

Orbital gap (eV): 9.5
LUMO energy (eV): 0.25



Referenced to the most stable arrangement, the calculated values in kcal/mol are a) 108.1; b) 100.4; c) 0.0.



a) The following is a quantum chemistry calculation of one molecule with the formula C3H3NO2S, from the Open Molecules 2025 dataset.

Geometry (Å):
C1 -2.17 0.68 0.20
C2 0.90 -0.09 -0.30
C3 2.23 -0.70 0.05
H1 -1.60 1.55 -0.48
H2 -3.31 1.01 0.47
H3 2.57 -1.82 -0.21
N1 -2.02 -0.56 0.28
O1 0.68 1.06 -0.32
O2 3.09 0.19 0.41
S1 -0.35 -1.31 -0.10

Orbital gap (eV): 8.8
LUMO energy (eV): -1.12



b) The following is a quantum chemistry calculation of one molecule with the formula C3H3NO2S, from the Open Molecules 2025 dataset.

Geometry (Å):
C1 1.04 -0.08 -0.55
C2 -0.29 -1.16 -0.42
C3 -0.74 0.67 0.65
H1 -0.04 -2.12 0.22
H2 -0.75 -1.43 -1.35
H3 1.00 1.72 0.59
N1 0.68 0.89 0.49
O1 1.88 0.12 -1.47
O2 -1.20 -0.37 0.25
S1 -1.59 1.76 1.57

Orbital gap (eV): 9.0
LUMO energy (eV): 0.15



Referenced to the most stable arrangement, the calculated values in kcal/mol are a) 41.0; b) 0.0.



a) The following is a quantum chemistry calculation of an isolated ion of composition C3H9N2O and charge +1, from the Open Molecules 2025 dataset.

Geometry (Å):
C1 -0.07 -1.27 -0.09
C2 0.39 0.09 0.38
C3 -0.24 0.62 1.64
N1 -0.08 1.30 -0.82
N2 -0.07 -1.72 -1.31
O1 1.62 -0.13 0.25
H1 -0.07 -2.01 0.71
H2 -1.32 0.68 1.56
H3 0.19 1.59 1.90
H4 0.02 -0.05 2.46
H5 -0.41 2.12 -0.30
H6 0.78 1.55 -1.30
H7 0.06 -2.72 -1.49
H8 -0.81 1.04 -1.48
H9 0.00 -1.10 -2.11

Net charge: +1
Orbital gap (eV): 9.7
LUMO energy (eV): -4.23



b) The following is a quantum chemistry calculation of an isolated ion of composition C3H9N2O and charge +1, from the Open Molecules 2025 dataset.

Geometry (Å):
C1 1.16 0.26 0.30
C2 -0.92 -0.01 0.72
C3 -0.16 0.01 -0.58
N1 0.00 -1.02 -1.49
N2 0.24 0.33 1.52
O1 -0.53 1.29 -1.36
H1 1.83 -0.48 0.34
H2 1.54 1.30 0.05
H3 -1.59 0.80 0.67
H4 -1.44 -0.85 0.92
H5 -0.83 -1.60 -1.76
H6 0.58 -1.78 -1.09
H7 0.54 -0.47 2.01
H8 0.32 1.15 2.11
H9 -0.73 1.08 -2.35

Net charge: +1
Orbital gap (eV): 10.8
LUMO energy (eV): -3.68



c) The following is a quantum chemistry calculation of an isolated ion of composition C3H9N2O and charge +1, from the Open Molecules 2025 dataset.

Geometry (Å):
N1 -2.14 -0.39 0.49
C1 -0.92 0.49 -0.07
C2 0.23 -0.48 -0.06
N2 1.46 0.09 -0.30
C3 1.63 1.52 -0.46
O1 0.04 -1.65 0.29
H1 -2.39 -1.43 0.13
H2 -3.02 0.05 0.43
H3 -1.97 -0.54 1.48
H4 -0.96 0.91 -1.15
H5 -0.67 1.26 0.71
H6 2.37 -0.47 -0.06
H7 0.85 2.35 -0.51
H8 2.13 1.92 -1.35
H9 2.43 2.01 0.24

Net charge: +1
Orbital gap (eV): 10.0
LUMO energy (eV): -3.85



Referenced to the most stable arrangement, the calculated values in kcal/mol are a) 0.0; b) 17.5; c) 1.3.



a) The following is a quantum chemistry calculation of a 2-piece molecular cluster, C3H9N2O overall, from the Open Molecules 2025 dataset.

Geometry (Å):
C1 1.96 -0.07 0.09
C2 -1.80 -0.68 0.88
C3 1.26 0.05 -1.18
N1 0.02 0.16 -1.26
N2 -1.66 0.47 0.07
O1 -1.44 1.50 0.83
H1 2.55 -1.01 0.27
H2 2.59 0.78 0.21
H3 1.15 -0.14 0.93
H4 -1.20 -1.57 0.40
H5 -2.69 -1.07 0.40
H6 -1.83 -0.49 1.97
H7 -1.42 2.38 0.25
H8 1.96 -0.12 -2.04
H9 -0.53 0.23 -2.22

Net charge: +1
Orbital gap (alpha / beta) (eV): 8.6 / 8.6
LUMO energy (alpha / beta) (eV): -5.88 / -5.88



b) The following is a quantum chemistry calculation of a 2-piece molecular cluster, C3H9N2O overall, from the Open Molecules 2025 dataset.

Geometry (Å):
C1 -1.76 0.30 0.91
C2 0.47 -1.40 -0.19
C3 0.14 0.73 -1.30
N1 1.07 0.57 1.05
N2 0.22 0.05 0.05
O1 -2.49 0.83 0.19
H1 -1.85 -0.10 1.89
H2 1.16 -1.42 -1.01
H3 0.83 -1.83 0.71
H4 -0.41 -1.97 -0.37
H5 -0.51 1.65 -1.40
H6 1.16 1.09 -1.67
H7 -0.21 -0.01 -2.04
H8 1.39 -0.02 1.81
H9 0.79 1.53 1.37

Net charge: +1
Orbital gap (alpha / beta) (eV): 8.8 / 8.8
LUMO energy (alpha / beta) (eV): -4.88 / -4.89



Referenced to the most stable arrangement, the calculated values in kcal/mol are a) 32.6; b) 0.0.



a) The following is a quantum chemistry calculation of one molecule with the formula C8H16N2O3, from the Open Molecules 2025 dataset.

Geometry (Å):
C1 -3.05 0.43 -0.87
C2 -2.00 0.06 0.15
C3 0.51 0.36 0.49
C4 1.19 1.68 0.17
C5 1.26 -0.93 0.54
C6 0.52 -2.11 1.18
C7 1.85 -1.44 -0.82
C8 3.36 -1.34 -1.18
H1 -4.02 -0.88 0.05
H2 -4.88 0.19 -0.41
H3 -2.50 0.18 -1.80
H4 -3.23 1.46 -0.75
H5 -0.67 1.07 -1.03
H6 0.23 0.53 1.52
H7 2.00 -0.69 1.31
H8 1.08 -3.04 0.96
H9 0.18 -1.84 2.25
H10 -0.39 -2.28 0.71
H11 1.22 -1.08 -1.72
H12 1.71 -2.51 -0.79
H13 3.63 -2.41 -1.33
H14 3.55 -0.63 -1.93
H15 4.09 -1.19 -0.38
H16 2.52 2.62 0.64
N1 -4.20 -0.38 -0.73
N2 -0.77 0.47 -0.27
O1 -2.25 -0.53 1.19
O2 1.40 2.06 -0.96
O3 1.92 2.16 1.25

Orbital gap (eV): 10.2
LUMO energy (eV): 0.49



b) The following is a quantum chemistry calculation of one molecule with the formula C8H16N2O3, from the Open Molecules 2025 dataset.

Geometry (Å):
C1 -0.21 0.40 0.10
C2 -0.64 -0.37 1.46
C3 -0.85 1.77 0.00
C4 0.18 2.82 -0.36
C5 -0.25 4.32 -0.07
C6 0.79 2.74 -1.85
C7 -0.60 -2.63 0.38
C8 0.72 -2.83 -0.50
H1 -0.60 -1.16 -1.37
H2 0.39 0.15 -1.74
H3 0.97 0.42 0.23
H4 -1.76 1.75 -0.63
H5 -1.27 2.24 0.91
H6 1.00 2.45 0.37
H7 0.67 5.01 -0.01
H8 -0.63 4.47 0.94
H9 -0.94 4.61 -0.88
H10 1.76 3.28 -1.91
H11 0.95 1.69 -2.21
H12 0.09 3.22 -2.60
H13 -0.85 -2.03 2.43
H14 -0.67 -3.64 0.77
H15 -1.46 -2.46 -0.33
H16 1.44 -1.81 0.80
N1 -0.45 -0.08 -1.22
N2 -0.53 -1.71 1.50
O1 -0.92 0.27 2.48
O2 0.64 -3.17 -1.56
O3 1.89 -2.47 0.13

Orbital gap (eV): 10.0
LUMO energy (eV): 0.44



Referenced to the most stable arrangement, the calculated values in kcal/mol are a) 0.0; b) 13.6.